(1)
The following is a DFT calculation (ωB97M-V/def2-TZVPD) of 12 unconnected molecules or ions with the total composition C32H74N9O16 at a distorted geometry.

```
131
Properties=species:S:1:pos:R:3:forces:R:3:lowdin_charge:R:1
C 1.2061 0.6708 -1.0316 -0.31 0.67 1.08 -0.1027
C 1.1193 -0.6704 -0.2223 -1.97 -0.55 0.08 -0.7159
C 2.4127 -1.1002 0.4595 1.49 -0.18 -0.36 -0.1162
O -0.0103 -0.8481 0.5348 0.15 0.98 0.54 -0.3877
H 2.0996 0.8178 -1.6384 0.19 -0.20 -0.08 0.0438
H 1.1004 1.5347 -0.3755 0.56 0.17 0.65 0.0405
H 0.3230 0.8798 -1.6353 -0.13 -0.87 -0.40 0.0471
H 0.9551 -1.3779 -1.0351 0.81 -0.76 -0.88 0.0778
H 2.4494 -2.0986 0.8953 -0.87 -0.39 -0.38 0.0502
H 2.9031 -0.5700 1.2760 -0.59 1.11 0.10 0.0477
H 3.1655 -1.1210 -0.3285 0.48 -0.05 -0.20 0.0458
C 2.8651 -0.8074 11.0149 1.53 -0.31 0.00 -0.0471
O 3.2334 -0.8111 9.6389 -0.12 0.23 -1.84 -0.0338
C 4.2764 -0.0551 9.1538 -0.83 0.45 2.78 -0.6057
O 5.0131 0.5878 9.8612 0.15 -0.10 -0.19 0.1153
O 4.2754 -0.1091 7.8665 -0.86 -1.15 -1.19 0.0137
C 5.1140 0.6697 7.0260 -0.17 0.27 0.10 -0.0150
H 3.8307 -0.8239 11.5204 -0.34 0.29 0.76 0.0889
H 2.3582 -1.7512 11.2161 -0.05 0.12 -0.24 0.0905
H 2.2308 0.0275 11.3127 0.20 0.12 -0.25 0.0952
H 6.1222 0.7733 7.4272 -0.06 -0.17 -0.10 0.0979
H 4.6568 1.6524 6.9098 0.12 0.07 0.04 0.1000
H 5.0516 0.1464 6.0719 0.42 0.16 0.09 0.0998
C 1.5530 2.4318 -6.9723 1.20 1.28 -0.94 -0.0489
O 0.3024 3.1165 -6.9029 -1.97 0.67 0.31 -0.0270
C 0.0362 4.3270 -7.5058 3.19 0.18 -1.37 -0.5126
O 0.9035 4.9427 -8.1706 -2.70 -1.37 1.89 0.0611
O -1.2382 4.6959 -7.2966 0.57 -0.39 0.93 -0.0069
C -1.6403 6.0177 -7.7399 0.82 -0.46 -1.38 -0.0201
H 1.8100 2.2467 -8.0153 -0.01 0.00 -0.03 0.0919
H 1.6496 1.4921 -6.4286 -1.27 0.14 0.15 0.0945
H 2.3374 3.0590 -6.5487 0.02 0.24 -0.11 0.0855
H -0.9948 6.8094 -7.3594 0.01 -0.24 0.18 0.0947
H -2.6908 6.2339 -7.5456 0.21 -0.62 0.52 0.0947
H -1.5180 5.9467 -8.8207 -0.04 0.60 -0.10 0.0922
C 4.4831 -6.4846 5.1957 -0.51 -0.51 1.03 0.0074
C 4.1998 -6.9467 6.6510 0.50 0.12 -1.84 -0.5931
O 5.1119 -7.2608 7.3461 1.88 -0.67 1.97 0.0561
N 2.9188 -6.9934 7.0191 -1.39 0.22 -1.48 -0.0078
C 2.2907 -7.4518 8.2320 0.16 0.16 0.20 -0.0662
H 5.2718 -7.0883 4.7466 -0.12 -0.17 0.28 0.0786
H 4.8855 -5.4743 5.2698 -0.49 0.15 -0.35 0.0820
H 3.5604 -6.6325 4.6346 0.22 0.68 -0.46 0.0666
H 2.3150 -6.7402 6.2500 -0.28 -0.06 0.44 0.1245
H 1.3261 -7.8862 7.9695 -0.02 0.15 0.11 0.0831
H 2.1581 -6.5926 8.8894 -0.19 -0.21 0.29 0.0829
H 2.8602 -8.2230 8.7508 0.25 0.16 -0.19 0.0859
C -2.2724 9.7020 -2.5707 0.78 -0.92 -0.54 -0.0075
C -2.9513 8.4702 -1.9888 -1.76 4.31 -0.93 -0.6057
O -4.1707 8.5337 -1.8700 0.04 -1.18 0.34 0.0277
N -2.1490 7.5379 -1.5870 1.48 -2.27 1.16 0.0141
C -2.6789 6.4227 -0.8606 -0.49 -1.58 -0.03 -0.0706
H -1.4429 9.3083 -3.1580 0.23 0.39 -0.40 0.0665
H -1.8067 10.3118 -1.7966 -0.36 0.12 0.07 0.0813
H -2.9662 10.2446 -3.2127 0.14 0.03 0.30 0.0799
H -1.1562 7.5738 -1.7687 -0.27 0.21 0.05 0.1495
H -2.9708 6.5974 0.1750 0.11 0.51 -0.04 0.0908
H -2.0004 5.5697 -0.8502 0.30 0.26 -0.09 0.0869
H -3.5641 6.0610 -1.3836 -0.14 0.10 0.10 0.0866
C 1.9023 -9.2261 -3.8843 0.42 0.51 0.16 -0.0057
C 2.9133 -8.3786 -3.1476 1.87 -0.31 1.95 -0.5248
O 3.3945 -8.7734 -2.0618 -0.93 0.93 -1.97 -0.0024
N 3.2605 -7.1720 -3.7114 0.18 -0.18 -0.17 0.0046
C 4.1573 -6.1758 -3.1077 0.00 0.38 -0.16 -0.0704
H 1.0650 -9.2248 -3.1864 -0.38 -0.15 -0.46 0.0907
H 2.2611 -10.2481 -4.0057 0.08 0.14 0.15 0.0838
H 1.6803 -8.8035 -4.8642 -0.41 -0.08 0.11 0.0692
H 2.9305 -7.0154 -4.6531 0.02 0.14 0.28 0.1215
H 4.8473 -5.6533 -3.7703 0.22 -0.96 -0.91 0.0705
H 4.7772 -6.6238 -2.3311 -0.51 0.04 0.14 0.0841
H 3.6325 -5.2696 -2.8054 -0.57 -0.45 0.92 0.0778
C -6.8128 -2.6230 -6.5030 -0.63 1.26 0.10 -0.0120
C -5.6905 -1.5771 -6.3996 0.06 0.14 -3.28 -0.5279
O -5.2691 -0.9953 -7.4416 -0.77 -1.25 2.87 -0.0131
N -5.2226 -1.4012 -5.1581 0.13 1.34 -0.87 0.0005
C -4.1408 -0.4324 -4.8844 0.14 -1.56 1.58 -0.0462
H -6.5718 -3.5111 -7.0871 0.24 0.04 0.42 0.0826
H -7.6522 -2.1420 -7.0052 0.18 0.14 -0.50 0.0760
H -7.2712 -2.7828 -5.5270 0.41 -0.79 0.17 0.0624
H -5.7347 -1.8724 -4.4261 0.49 0.29 0.06 0.1272
H -3.4139 -0.3442 -5.6919 -0.51 -0.11 -0.09 0.0887
H -3.6799 -0.9650 -4.0526 0.82 0.46 0.08 0.0793
H -4.4092 0.5351 -4.4601 -0.55 0.04 -0.55 0.0820
C 4.0891 6.0781 -3.3800 1.98 -0.94 -0.23 -0.0122
C 3.4265 7.3038 -3.8151 -2.71 1.02 2.34 -0.6134
O 2.6306 7.8091 -3.0246 -0.09 0.65 -0.22 0.0165
N 3.6911 7.8118 -4.9974 1.89 0.14 -2.44 0.0080
C 3.2820 9.0250 -5.7229 -0.30 -0.93 0.42 -0.0399
H 5.1497 6.2144 -3.5910 0.39 -0.05 0.21 0.0816
H 3.8696 5.1773 -3.9532 -0.59 -0.02 0.24 0.0872
H 3.9787 5.9887 -2.2993 -0.25 -0.32 -0.34 0.0961
H 4.2651 7.1913 -5.5502 0.07 0.23 -0.12 0.1339
H 4.1179 9.5651 -6.1674 0.32 -0.20 0.33 0.0753
H 2.7510 9.7075 -5.0593 -0.24 -0.30 -0.19 0.0865
H 2.7053 8.6236 -6.5563 -0.55 0.70 0.01 0.0808
O -6.3813 1.4022 1.8568 0.15 0.66 0.43 0.0420
C -6.8208 0.5244 1.1495 -1.89 1.23 0.33 -0.6502
N -6.0397 -0.4486 0.7235 1.16 -1.16 -0.43 0.1530
C -8.2452 0.5455 0.6160 0.44 0.13 0.63 -0.0100
H -5.1049 -0.2812 1.0673 0.26 -0.89 -0.22 0.1208
H -6.3848 -1.3245 0.3575 0.36 0.29 0.07 0.1103
H -8.6889 1.4944 0.9172 0.14 0.05 -0.47 0.0806
H -8.8660 -0.2088 1.0995 0.12 -0.36 -0.32 0.0760
H -8.1279 0.4047 -0.4584 -0.71 0.06 -0.02 0.0767
O -1.1453 4.5338 4.6346 0.98 0.02 -0.40 0.0097
C -0.6020 3.7167 3.8969 -0.99 0.70 -0.05 -0.6075
N -1.3251 2.7879 3.2546 0.19 -1.17 -0.73 0.1551
C 0.8725 3.6794 3.5312 0.09 0.54 1.04 -0.0140
H -0.8029 2.0016 2.8953 -0.49 0.02 -0.53 0.0960
H -2.3167 2.8606 3.0772 0.21 -0.06 0.50 0.1139
H 1.1020 4.2790 2.6504 -0.37 0.07 -0.03 0.0818
H 1.2669 2.6819 3.3372 -0.12 -0.03 0.21 0.0759
H 1.3426 4.1613 4.3884 0.50 -0.21 -0.13 0.0743
O -2.8561 -2.6207 6.7936 1.54 -0.30 -0.20 -0.0301
C -2.0745 -2.4228 5.8392 -0.44 1.09 4.13 -0.6017
N -2.6274 -2.4083 4.6688 -0.80 -0.34 -3.98 0.1617
C -0.6257 -1.9575 6.0748 -0.59 -0.41 -0.33 0.0028
H -3.5881 -2.7172 4.6275 0.12 0.14 0.23 0.1182
H -2.1886 -2.2917 3.7666 0.45 0.12 0.32 0.1173
H -0.0915 -1.7454 5.1486 0.04 -0.17 0.03 0.0721
H -0.1120 -2.7054 6.6788 0.03 -0.06 -0.20 0.0744
H -0.6377 -1.0490 6.6770 -0.27 -0.02 -0.07 0.0809
O -2.3437 -7.1734 -0.7465 -0.37 -0.99 -0.22 0.0025
C -1.8205 -6.1393 -0.3774 2.38 -3.81 0.19 -0.6385
N -2.4728 -5.0265 -0.4260 -0.53 3.44 0.34 0.1654
C -0.3424 -6.1717 0.1442 -1.25 0.68 -0.32 0.0072
H -3.4099 -5.0255 -0.8027 0.32 0.08 0.05 0.1201
H -1.9553 -4.1777 -0.2472 -0.47 0.30 -0.03 0.1175
H 0.0626 -7.1781 0.2499 -0.52 0.01 -0.17 0.0736
H -0.3304 -5.6774 1.1156 0.36 0.20 -0.09 0.0711
H 0.2581 -5.6368 -0.5916 0.20 0.21 0.27 0.0739
```
Forces are in eV/Å.

Output
HOMO level = -3.41 eV
lowest unoccupied orbital energy = 1.4 eV
M = 840.99 g/mol
electronic energy = -80555.55960 eV
total charge = -1
gap between HOMO and LUMO = 0.178 hartree
spin multiplicity = 1

(2)
The following is a DFT calculation (ωB97M-V/def2-TZVPD) of a single CH4OP2 molecule at a distorted geometry.

```
8
Properties=species:S:1:pos:R:3:forces:R:3:lowdin_charge:R:1
C -0.1562 1.1349 -0.2362 0.85 -1.92 -0.12 -0.2346
O -2.3964 -0.1674 -0.5621 -1.02 -0.39 -0.69 -0.5338
P -1.3229 -0.0137 0.4229 0.95 0.77 0.40 0.4630
P 0.7274 -1.5001 -0.0048 -1.18 0.78 -0.14 0.6839
H -0.2706 1.4669 -1.2646 -0.16 0.16 -0.01 0.0176
H 0.7089 1.5254 0.2768 -0.04 0.20 0.44 -0.0073
H 2.0002 -0.9400 -0.0262 0.46 0.59 -0.18 -0.1970
H 0.7096 -1.5060 1.3940 0.16 -0.19 0.29 -0.1918
```
Forces are in eV/Å.

Output
HOMO level (alpha / beta) = -9.11 / -9.11 eV
relative energy (zero: lowest compared OMol25 entry of this formula, charge and spin) = 1.955 eV
lowest unoccupied orbital energy (alpha / beta) = -1.6 / -1.6 eV
M = 93.99 g/mol
electronic energy = -21724.05309 eV
total charge = 0
gap between HOMO and LUMO (alpha / beta) = 0.275 / 0.275 hartree
spin multiplicity = 1

Which of these has the lowest M? CH4OP2

What is the formula in the first record? C32H74N9O16

Number 2 is which compound? CH4OP2